Model a:
Formula: C14H23NO2
Source: the OMol25 dataset
Level of theory: wB97M-V/def2-TZVPD

Results
HOMO in eV: -8.0
Frontier orbital gap in eV: 8.76
SMILES string: CCC(CC)NCc1ccc(OC)cc1OC

Last columns: bonded neighbours and bond lengths (Å).
Element x y z (Å)
1 C -1.2171 -1.2945 -1.9541  C2 1.523, H18 1.088, H19 1.086, H20 1.088
2 C -2.4092 -0.4531 -1.5169  C1 1.523, C3 1.534, H21 1.092, H22 1.091
3 C -2.0223 0.4704 -0.3549  C2 1.534, C4 1.545, N6 1.450, H23 1.097
4 C -3.1041 1.5352 -0.0692  C3 1.545, C5 1.525, H24 1.092, H25 1.093
5 C -4.4704 0.9681 0.3010  C4 1.525, H26 1.089, H27 1.088, H28 1.087
6 N -1.6748 -0.3589 0.7829  C3 1.450, C7 1.452, H29 1.013
7 C -0.8164 0.2478 1.7850  N6 1.452, C8 1.505, H30 1.104, H31 1.094
8 C 0.5430 0.5226 1.2003  C7 1.505, C9 1.385, C15 1.401
9 C 0.9812 1.8123 0.9518  C8 1.385, C10 1.381, H32 1.081
10 C 2.2096 2.0626 0.3735  C9 1.381, C11 1.391, H33 1.078
11 C 3.0334 0.9984 0.0212  C10 1.391, O12 1.365, C14 1.391
12 O 4.2270 1.3312 -0.5512  C11 1.365, C13 1.405
13 C 5.1077 0.3035 -0.9291  O12 1.405, H34 1.095, H35 1.089, H36 1.095
14 C 2.6154 -0.3055 0.2638  C11 1.391, C15 1.391, H37 1.077
15 C 1.3782 -0.5469 0.8512  C8 1.401, C14 1.391, O16 1.361
16 O 0.9078 -1.7914 1.1366  C15 1.361, C17 1.404
17 C 1.6689 -2.9105 0.7631  O16 1.404, H38 1.095, H39 1.089, H40 1.096
18 H -0.4289 -0.6590 -2.3527  C1 1.088
19 H -0.8260 -1.8298 -1.0938  C1 1.086
20 H -1.5082 -2.0102 -2.7199  C1 1.088
21 H -2.7719 0.1479 -2.3532  C2 1.092
22 H -3.2139 -1.1168 -1.1968  C2 1.091
23 H -1.1076 1.0038 -0.6418  C3 1.097
24 H -3.2052 2.1666 -0.9543  C4 1.092
25 H -2.7519 2.1726 0.7461  C4 1.093
26 H -4.4053 0.3242 1.1762  C5 1.089
27 H -5.1584 1.7784 0.5340  C5 1.088
28 H -4.8894 0.3930 -0.5207  C5 1.087
29 H -2.5093 -0.7428 1.2100  N6 1.013
30 H -1.2238 1.1850 2.2034  C7 1.104
31 H -0.7158 -0.4766 2.5981  C7 1.094
32 H 0.3439 2.6432 1.2182  C9 1.081
33 H 2.5480 3.0676 0.1822  C10 1.078
34 H 4.6635 -0.3519 -1.6859  C13 1.095
35 H 5.9772 0.8024 -1.3545  C13 1.089
36 H 5.4231 -0.2957 -0.0682  C13 1.095
37 H 3.2517 -1.1323 -0.0037  C14 1.077
38 H 1.8376 -2.9431 -0.3187  C17 1.095
39 H 1.0797 -3.7779 1.0579  C17 1.089
40 H 2.6332 -2.9398 1.2830  C17 1.096

Model b:
Formula: C14H23NO2
Source: the OMol25 dataset
Level of theory: wB97M-V/def2-TZVPD

Results
HOMO in eV: -8.3
Frontier orbital gap in eV: 9.18
SMILES string: CC[C@](C)(C#CCN1CCCCC1)OC(C)=O

Last columns: bonded neighbours and bond lengths (Å).
Element x y z (Å)
1 C 0.6039 -1.5284 2.9772  C2 1.524, H18 1.087, H19 1.087, H20 1.088
2 C 2.0284 -1.0115 2.8148  C1 1.524, C3 1.538, H21 1.092, H22 1.091
3 C 2.3614 -0.6512 1.3568  C2 1.538, C4 1.532, C5 1.455, O14 1.454
4 C 3.7844 -0.0980 1.2354  C3 1.532, H23 1.087, H24 1.088, H25 1.087
5 C 1.4033 0.3158 0.8423  C3 1.455, C6 1.199
6 C 0.5911 1.0707 0.3869  C5 1.199, C7 1.450
7 C -0.3996 1.9651 -0.1791  C6 1.450, N8 1.456, H26 1.096, H27 1.104
8 N -1.7452 1.4783 0.0914  C7 1.456, C9 1.451, C13 1.449
9 C -2.0222 0.1691 -0.4705  N8 1.451, C10 1.534, H28 1.092, H29 1.096
10 C -2.2467 0.1804 -1.9878  C9 1.534, C11 1.527, H30 1.092, H31 1.091
11 C -3.3617 1.1627 -2.3397  C10 1.527, C12 1.527, H32 1.092, H33 1.093
12 C -3.0385 2.5407 -1.7668  C11 1.527, C13 1.534, H34 1.092, H35 1.091
13 C -2.7867 2.4231 -0.2580  N8 1.449, C12 1.534, H36 1.093, H37 1.096
14 O 2.2551 -1.9002 0.6205  C3 1.454, C15 1.330
15 C 2.3091 -1.8983 -0.7086  O14 1.330, C16 1.511, O17 1.202
16 C 2.0991 -3.2986 -1.2366  C15 1.511, H38 1.086, H39 1.086, H40 1.089
17 O 2.4862 -0.9310 -1.4006  C15 1.202
18 H 0.4146 -1.7808 4.0177  C1 1.087
19 H 0.4558 -2.4184 2.3709  C1 1.087
20 H -0.1119 -0.7719 2.6634  C1 1.088
21 H 2.7374 -1.7737 3.1433  C2 1.092
22 H 2.1702 -0.1180 3.4247  C2 1.091
23 H 3.8766 0.8074 1.8291  C4 1.087
24 H 4.4992 -0.8374 1.5913  C4 1.088
25 H 3.9995 0.1393 0.1964  C4 1.087
26 H -0.2986 2.9481 0.2943  C7 1.096
27 H -0.1754 2.0777 -1.2543  C7 1.104
28 H -1.1914 -0.4927 -0.2150  C9 1.092
29 H -2.9248 -0.2068 0.0239  C9 1.096
30 H -1.3226 0.4696 -2.4930  C10 1.092
31 H -2.5064 -0.8254 -2.3226  C10 1.091
32 H -3.4878 1.2219 -3.4232  C11 1.092
33 H -4.3026 0.8074 -1.9106  C11 1.093
34 H -2.1518 2.9458 -2.2597  C12 1.092
35 H -3.8646 3.2313 -1.9452  C12 1.091
36 H -2.5283 3.3988 0.1625  C13 1.093
37 H -3.7056 2.0787 0.2294  C13 1.096
38 H 2.4525 -4.0311 -0.5177  C16 1.086
39 H 2.6118 -3.4104 -2.1872  C16 1.086
40 H 1.0328 -3.4480 -1.3959  C16 1.089

Energies, relative to the best one, in kcal/mol: model a 0.0; model b 12.8.